# 1
Here is C38H27Cl5MnN5O4PSe as an isolated structure from the OMol25 dataset. Energies are from the ωB97M-V functional and the def2-TZVPD basis.

Summary:
DFT total energy: -224038.19531 eV
Molar mass: 959.8 g/mol
Expectation value of S²: 1.243
E_HOMO (alpha / beta): -13.93 / -13.93 eV
Orbital gap (alpha / beta): 0.29654 / 0.31793 Eh

ORCA input file:
```
! wB97M-V def2-TZVPD RIJCOSX def2/J DEFGRID3
* xyz 2 2
Mn -0.020 0.504 0.137
N -0.270 2.871 1.924
P 1.059 2.369 0.994
C 1.601 3.806 0.052
C 1.064 4.016 -1.218
C 1.379 5.163 -1.930
C 2.234 6.104 -1.372
C 2.772 5.901 -0.107
C 2.460 4.755 0.608
C 2.359 2.031 2.190
C 2.142 2.090 3.562
C 3.168 1.764 4.440
C 4.404 1.377 3.951
C 4.630 1.327 2.579
C 3.613 1.656 1.702
C -1.555 2.517 1.550
C -2.657 3.109 2.171
C -3.917 2.751 1.764
C -4.073 1.813 0.740
C -2.947 1.260 0.199
N -1.691 1.587 0.589
H -0.202 3.679 2.531
H 0.378 3.292 -1.650
H 0.955 5.328 -2.911
H 2.482 7.000 -1.924
H 3.437 6.638 0.322
H 2.897 4.597 1.586
H 1.176 2.375 3.955
H 2.996 1.812 5.507
H 5.200 1.121 4.637
H 5.601 1.039 2.200
H 3.804 1.639 0.634
H -2.501 3.822 2.969
H -4.782 3.196 2.237
H -5.048 1.513 0.387
H -3.027 0.515 -0.579
Cl -1.120 -1.188 -1.029
C -0.255 -2.655 -0.587
C 1.101 -2.605 -0.304
C 1.769 -3.778 0.018
Cl 3.452 -3.759 0.338
C 1.063 -4.988 0.085
Cl 1.872 -6.426 0.509
C -0.307 -5.016 -0.192
Cl -1.168 -6.481 -0.107
C -0.978 -3.839 -0.543
Cl -2.649 -3.860 -0.901
C 3.194 1.332 -2.444
N 2.697 0.065 -2.969
C 2.181 -0.926 -2.244
Se 2.036 -0.926 -0.282
N 1.914 -1.954 -3.052
C 2.266 -1.629 -4.364
C 2.184 -2.346 -5.551
C 2.641 -1.700 -6.681
C 3.161 -0.395 -6.629
C 3.240 0.312 -5.446
C 2.771 -0.340 -4.311
H 2.541 1.681 -1.645
H 3.185 2.070 -3.241
H 4.212 1.216 -2.072
H 1.537 -2.834 -2.734
H 1.792 -3.352 -5.590
H 2.603 -2.212 -7.632
H 3.513 0.065 -7.541
H 3.651 1.310 -5.416
O 1.776 -1.383 2.149
C 0.716 -0.913 2.574
O -0.208 -0.416 1.819
C 0.417 -0.894 4.032
C 1.124 -1.686 4.930
C 0.872 -1.582 6.292
C -0.056 -0.664 6.767
C -0.725 0.122 5.847
C -0.530 0.009 4.492
N -1.675 1.153 6.319
O -2.030 1.104 7.470
O -2.121 1.915 5.478
H 1.875 -2.370 4.559
H 1.409 -2.208 6.990
H -0.256 -0.552 7.823
H -1.088 0.630 3.807
*
```

Löwdin atomic charge list, values in e, 6 entries: atom 1 (Mn): 0.23, atom 2 (N): -0.07, atom 3 (P): 1.00, atom 4 (C): -0.35, atom 5 (C): -0.12, atom 6 (C): -0.06

# 2
Here is a 2-piece molecular cluster, C2H4N2O2S overall at a distorted geometry from the OMol25 dataset. Energies are from the ωB97M-V functional and the def2-TZVPD basis.

Summary:
DFT total energy: -20047.62323 eV
Molar mass: 120.1 g/mol
E_HOMO: -8.89 eV
Orbital gap: 0.32932 Eh

ORCA input file:
```
! wB97M-V def2-TZVPD RIJCOSX def2/J DEFGRID3
* xyz 0 1
C -2.251 -0.079 -0.655
C 0.466 -1.146 -0.279
N 1.242 -0.539 0.536
N -1.233 0.032 0.204
O -3.156 0.701 -0.827
O 0.249 -1.956 -1.084
S -0.924 1.340 1.172
H -2.152 -1.030 -1.219
H 0.830 0.279 1.043
H 2.192 -0.824 0.729
H -0.839 2.317 0.248
*
```

Löwdin atomic charge list, values in e, 6 entries: atom 1 (C): -0.51, atom 2 (C): -0.34, atom 3 (N): 0.15, atom 4 (N): -0.44, atom 5 (O): -0.01, atom 6 (O): 0.18

# 3
Here is C3H4O2S as an isolated structure at a distorted geometry from the OMol25 dataset. Energies are from the ωB97M-V functional and the def2-TZVPD basis.

Summary:
DFT total energy: -18101.20883 eV
Molar mass: 104.1 g/mol
E_HOMO (alpha / beta): -9.95 / -9.95 eV
Orbital gap (alpha / beta): 0.32309 / 0.32298 Eh

ORCA input file:
```
! wB97M-V def2-TZVPD RIJCOSX def2/J DEFGRID3
* xyz 0 1
C -0.240 -0.444 -0.338
C 0.383 -0.970 0.625
C 1.153 -1.459 1.531
O -1.296 1.374 -2.351
O 0.029 2.032 0.417
S -1.055 1.193 -0.124
H -0.430 -0.690 -1.380
H 2.191 -1.298 1.650
H 0.935 -1.988 2.419
H -1.671 2.249 -2.448
*
```

Löwdin atomic charge list, values in e, 6 entries: atom 1 (C): -0.27, atom 2 (C): -0.17, atom 3 (C): 0.05, atom 4 (O): -0.35, atom 5 (O): -0.48, atom 6 (S): 1.05

# 4
Here is C25H43BMnN6O3S as an isolated structure at a distorted geometry from the OMol25 dataset. Energies are from the ωB97M-V functional and the def2-TZVPD basis.

Summary:
DFT total energy: -84536.62565 eV
Molar mass: 573.5 g/mol
Expectation value of S²: 6.058
E_HOMO (alpha / beta): -11.97 / -11.98 eV
Orbital gap (alpha / beta): 0.26226 / 0.31024 Eh

ORCA input file:
```
! wB97M-V def2-TZVPD RIJCOSX def2/J DEFGRID3
* xyz 1 5
Mn 0.137 0.211 -0.161
C 0.788 -1.829 -4.515
C 1.324 -1.563 -3.153
C 2.647 -1.563 -2.735
C 2.639 -1.231 -1.379
N 1.368 -1.062 -0.999
N 0.563 -1.272 -2.087
B -0.990 -1.302 -1.925
N -1.642 0.113 -1.776
N -1.698 0.736 -0.551
C -2.582 1.743 -0.626
C -3.072 1.786 -1.935
C -2.453 0.762 -2.632
C -2.661 0.358 -4.048
C -3.122 2.476 0.580
C -2.299 2.148 1.825
C -3.172 3.992 0.347
C -4.558 1.963 0.786
N -1.240 -2.020 -0.576
N -0.731 -1.443 0.547
C -1.029 -2.211 1.592
C -1.755 -3.312 1.126
C -1.867 -3.161 -0.248
C -2.526 -4.042 -1.251
C -0.615 -1.900 3.005
C 0.145 -0.572 3.063
C 0.289 -3.035 3.509
C -1.871 -1.815 3.883
C 3.814 -1.127 -0.440
C 4.568 -2.462 -0.442
C 3.348 -0.809 0.982
C 4.745 -0.015 -0.943
H 1.605 -2.110 -5.174
H 0.307 -0.937 -4.917
H 0.053 -2.633 -4.504
H 3.506 -1.781 -3.348
H -1.480 -1.874 -2.841
H -3.799 2.473 -2.334
H -3.404 1.008 -4.502
H -3.012 -0.673 -4.113
H -1.733 0.436 -4.616
H -1.259 2.455 1.703
H -2.339 1.075 2.027
H -2.706 2.672 2.689
H -2.184 4.381 0.135
H -3.565 4.486 1.236
H -3.825 4.232 -0.493
H -4.571 0.882 0.937
H -5.185 2.200 -0.073
H -4.987 2.441 1.668
H -2.148 -4.121 1.717
H -2.960 -4.905 -0.755
H -1.804 -4.388 -1.991
H -3.315 -3.505 -1.778
H 0.995 -0.580 2.375
H 0.529 -0.401 4.068
H -0.507 0.264 2.805
H 1.175 -3.137 2.880
H -0.244 -3.986 3.509
H 0.612 -2.823 4.529
H -2.559 -1.055 3.509
H -1.588 -1.551 4.903
H -2.396 -2.770 3.909
H 3.920 -3.275 -0.111
H 5.419 -2.400 0.236
H 4.941 -2.701 -1.438
H 2.731 -1.622 1.370
H 2.778 0.122 1.011
H 4.207 -0.688 1.642
H 5.138 -0.248 -1.932
H 5.585 0.110 -0.259
H 4.203 0.926 -1.002
C 2.458 3.410 -1.176
S 0.929 2.595 -0.797
O -0.125 3.548 -0.933
O 0.798 1.422 -1.703
O 1.040 1.977 0.561
H 2.454 3.608 -2.246
H 3.283 2.766 -0.895
H 2.482 4.340 -0.613
*
```

Löwdin atomic charge list, values in e, 6 entries: atom 1 (Mn): 1.03, atom 2 (C): 0.01, atom 3 (C): -0.23, atom 4 (C): 0.06, atom 5 (C): -0.20, atom 6 (N): 0.01

# 5
Here is an isolated ion of composition C5H10 and charge -1 at a distorted geometry from the OMol25 dataset. Energies are from the ωB97M-V functional and the def2-TZVPD basis.

Summary:
DFT total energy: -5344.74851 eV
Molar mass: 70.1 g/mol
Expectation value of S²: 0.753
E_HOMO (alpha / beta): 1.07 / -3.32 eV
Orbital gap (alpha / beta): 0.13774 / 0.28627 Eh

ORCA input file:
```
! wB97M-V def2-TZVPD RIJCOSX def2/J DEFGRID3
* xyz -1 2
C 0.002 1.880 0.255
C -0.174 0.382 0.045
C 0.957 -0.423 0.084
C 1.066 -1.753 -0.631
C -1.564 -0.072 0.355
H -0.635 2.552 -0.317
H 1.026 2.130 -0.049
H -0.139 2.070 1.339
H 1.880 0.153 0.089
H 1.228 -1.686 -1.723
H 1.938 -2.279 -0.224
H 0.198 -2.412 -0.556
H -2.282 0.489 -0.249
H -1.903 0.117 1.415
H -1.598 -1.148 0.169
*
```

Löwdin atomic charge list, values in e, 6 entries: atom 1 (C): -0.18, atom 2 (C): -0.47, atom 3 (C): -0.32, atom 4 (C): -0.24, atom 5 (C): -0.21, atom 6 (H): 0.05